*P*
ORCA calculation (the ωB97M-V functional and the def2-TZVPD basis) on a cluster of 2 separate species, C8H7BrFN in total.

Summary:
HOMO-LUMO gap	7.7	eV

Geometry as ORCA input:
```
! RIJCOSX wB97M-V def2-TZVPD def2/J DEFGRID3
* xyz 0 1
C -2.18870 2.90772 -0.04693
C -0.20396 0.79803 1.70846
C -1.51492 0.22653 1.70772
C 0.41836 1.13988 0.56977
C -2.22424 0.17922 0.54762
C -0.17916 0.83661 -0.76760
C -1.66188 0.70881 -0.64397
C 0.39853 -0.50417 -1.28770
N -2.48318 3.96120 0.27906
F -2.33267 0.59361 -1.78929
Br -4.01568 -0.45015 0.50695
H 0.26786 0.95359 2.66740
H -1.94525 -0.11807 2.63279
H 1.41595 1.54855 0.57822
H 0.06498 1.61107 -1.50018
H -0.10894 -0.80542 -2.20041
H 0.26974 -1.28240 -0.53698
H 1.45879 -0.38808 -1.49219
*
```

Mulliken atomic charge list, values in e, 5 entries: number 1, C, carries 0.0295; number 2, C, carries -0.3561; number 3, C, carries -0.0739; number 4, C, carries -0.7318; number 5, C, carries -0.2164


*Q*
ORCA calculation (the ωB97M-V functional and the def2-TZVPD basis) on a structure of composition C8H7BrFN.

Summary:
HOMO-LUMO gap	9.3	eV

Geometry as ORCA input:
```
! RIJCOSX wB97M-V def2-TZVPD def2/J DEFGRID3
* xyz 0 1
C -0.98874 1.34413 -0.00641
C -2.18192 1.28810 0.06533
C 1.47639 -1.25614 -0.97937
C 1.02720 -0.03886 -1.26757
C 1.82500 -0.46953 1.34512
C 1.99768 -1.59703 0.37987
C 1.01300 0.98733 -0.22349
C -3.61225 1.16893 0.17149
N 1.41321 0.69192 1.07058
F 1.42134 2.20872 -0.61932
Br -4.12857 -0.74298 0.10578
H 1.50434 -2.03677 -1.72569
H 0.66510 0.24760 -2.24288
H 2.10250 -0.64869 2.37871
H 1.50836 -2.49647 0.77201
H 3.06740 -1.83901 0.31547
H -3.98335 1.54490 1.12451
H -4.12668 1.64386 -0.66413
*
```

Mulliken atomic charge list, values in e, 5 entries: number 1, C, carries 0.1777; number 2, C, carries -0.3003; number 3, C, carries -0.3023; number 4, C, carries -0.5728; number 5, C, carries -0.0758


Of them, the most stable is *P* and the least stable is *Q*.


*P*
ORCA calculation (the ωB97M-V functional and the def2-TZVPD basis) on a cluster of 2 separate species, C5H11O in total.

Summary:
HOMO-LUMO gap	6.4	eV

Geometry as ORCA input:
```
! RIJCOSX wB97M-V def2-TZVPD def2/J DEFGRID3
* xyz -1 1
C -0.30785 -0.10875 1.00332
C -0.18460 -1.39674 0.68639
C 0.71351 -1.90452 -0.40908
C -1.31153 0.44791 1.98640
H 0.34184 0.55940 0.42582
H -0.79431 -2.12192 1.23539
H 1.36828 -2.69601 -0.02618
H 0.10853 -2.32259 -1.22210
H 1.28743 -1.06671 -0.85325
H -2.27949 -0.05564 1.95650
H -1.47981 1.48986 1.70461
H -0.92076 0.44017 3.00819
C 0.71309 1.73293 -1.90887
O 1.57718 0.90112 -1.28964
H -0.23931 1.26085 -2.27738
H 0.32830 2.54547 -1.22377
H 1.07951 2.29519 -2.79633
*
```

Mulliken atomic charge list, values in e, 5 entries: number 1, C, carries 0.1799; number 2, C, carries -0.3331; number 3, C, carries -0.9830; number 4, C, carries -1.1122; number 5, H, carries 0.2722


*Q*
ORCA calculation (the ωB97M-V functional and the def2-TZVPD basis) on a cluster of 2 separate species, C5H11O in total.

Summary:
HOMO-LUMO gap	6.5	eV

Geometry as ORCA input:
```
! RIJCOSX wB97M-V def2-TZVPD def2/J DEFGRID3
* xyz -1 1
C -1.35639 -2.65761 -1.05848
O -0.99501 -1.63034 -0.18043
H -2.08600 -3.41009 -0.59330
H -1.83255 -2.27048 -1.99323
H -0.48637 -3.24822 -1.41581
C 0.55174 0.61977 -0.02887
C 0.66981 1.66981 0.82789
C -0.38353 2.75576 0.80463
C 1.52473 -0.51336 0.08086
H -0.30556 0.47605 -0.67713
H 1.50379 1.69076 1.57872
H -1.09897 2.65475 1.64816
H 0.04454 3.73135 0.81135
H -0.93651 2.70529 -0.07483
H 2.26873 -0.41261 0.92543
H 2.09512 -0.71912 -0.86376
H 0.82243 -1.44172 0.20879
*
```

Mulliken atomic charge list, values in e, 5 entries: number 1, C, carries -0.6296; number 2, O, carries -0.8053; number 3, H, carries 0.1538; number 4, H, carries 0.1579; number 5, H, carries 0.1850


Of them, the most stable is *P* and the least stable is *Q*.


*P*
ORCA calculation (the ωB97M-V functional and the def2-TZVPD basis) on the molecule C24H34N6O3.

Summary:
HOMO-LUMO gap	9.8	eV

Geometry as ORCA input:
```
! RIJCOSX wB97M-V def2-TZVPD def2/J DEFGRID3
* xyz 0 1
C -4.65512 -2.75354 -1.58925
H -5.34143 -1.92888 -1.77039
H -4.10482 -2.95127 -2.50573
H -5.23961 -3.63657 -1.34344
C -3.69874 -2.41032 -0.44792
C -4.48675 -2.19728 0.84253
H -3.82774 -2.05630 1.69422
H -5.10663 -3.06777 1.04436
H -5.13976 -1.33111 0.75616
C -2.85944 -1.18945 -0.84806
H -2.44240 -1.38241 -1.83950
C -1.65653 -0.90721 0.05056
N -1.96381 -0.36855 1.37134
N -1.42575 -0.84914 2.44911
O -0.61620 -1.77476 2.33831
C -2.85695 0.74524 1.60510
H -3.60608 0.77014 0.81661
H -3.35236 0.54641 2.55854
C -2.14061 2.10283 1.71167
C -1.78499 2.73226 0.39230
C -2.74572 2.92535 -0.59355
C -2.40735 3.49679 -1.80740
C -1.10345 3.89454 -2.04930
C -0.14497 3.73194 -1.06387
C -0.48458 3.15801 0.14878
H 0.26290 3.03722 0.91807
H 0.87050 4.05539 -1.24000
H -0.83967 4.33832 -2.99766
H -3.16480 3.63659 -2.56489
H -3.77270 2.63995 -0.41167
H -1.24085 1.98106 2.31653
H -2.81125 2.77912 2.24836
C -0.62148 -0.01124 -0.67030
N 0.35790 -0.79991 -1.37873
N -0.06759 -1.36274 -2.47257
O 0.71668 -2.05468 -3.11965
C 1.73389 -0.93672 -0.91079
H 2.13394 -1.72824 -1.56364
C 2.53591 0.34900 -1.18041
C 3.97002 0.17149 -0.76279
C 4.48948 0.86689 0.32094
C 5.79980 0.66929 0.72200
C 6.60711 -0.22601 0.04238
C 6.10114 -0.91574 -1.04705
C 4.79207 -0.71765 -1.44639
H 4.40479 -1.25260 -2.30168
H 6.72895 -1.60847 -1.58779
H 7.62863 -0.38172 0.35589
H 6.18984 1.21700 1.56726
H 3.86975 1.57373 0.85333
H 2.08905 1.18830 -0.64771
H 2.48419 0.55540 -2.25243
C 1.86807 -1.46994 0.52472
N 1.91562 -0.50127 1.59949
N 1.33495 0.63723 1.46071
O 1.33988 1.43217 2.41049
C 2.52713 -0.94210 2.83267
H 1.97826 -1.79940 3.22284
H 3.57080 -1.20516 2.66144
H 2.46089 -0.11433 3.53948
H 1.05204 -2.17155 0.73687
H 2.80741 -2.02862 0.57788
H -0.08628 0.59657 0.06041
H -1.13374 0.64017 -1.38143
H -1.17350 -1.86935 0.27763
H -3.49785 -0.30824 -0.93090
H -3.02009 -3.25816 -0.30204
*
```

Mulliken atomic charge list, values in e, 5 entries: number 1, C, carries -1.6388; number 2, H, carries 0.3443; number 3, H, carries 0.4033; number 4, H, carries 0.4362; number 5, C, carries 0.7344


*Q*
ORCA calculation (the ωB97M-V functional and the def2-TZVPD basis) on the molecule C24H34N6O3.

Summary:
HOMO-LUMO gap	9.5	eV

Geometry as ORCA input:
```
! RIJCOSX wB97M-V def2-TZVPD def2/J DEFGRID3
* xyz 0 1
C 2.27977 -1.80067 -4.09386
H 2.12888 -2.80753 -3.70872
H 1.63954 -1.66540 -4.96112
C 1.98660 -0.76410 -3.01596
H 2.14257 0.23869 -3.41754
H 2.70237 -0.90769 -2.20447
C 0.55192 -0.85417 -2.47152
C -0.42318 -0.25391 -3.48534
H -0.27598 0.82030 -3.56085
H -1.45864 -0.45072 -3.21941
H -0.25162 -0.68988 -4.46495
H 0.29039 -1.90701 -2.31496
C 0.45102 -0.09192 -1.13814
N 1.49086 -0.45206 -0.17714
N 2.23004 0.42390 0.42734
O 2.04131 1.61786 0.18660
C 1.71931 -1.82550 0.22437
H 2.79933 -1.99505 0.22581
C 1.16269 -2.14855 1.63201
C 2.26808 -2.43581 2.61072
C 2.48733 -3.72095 3.08555
C 3.51766 -3.97727 3.97427
C 4.34242 -2.94884 4.39423
C 4.13188 -1.66351 3.92226
C 3.10156 -1.40785 3.03646
H 2.93787 -0.40762 2.66493
H 4.77187 -0.85707 4.24870
H 5.14588 -3.14774 5.08814
H 3.67602 -4.98205 4.33841
H 1.84575 -4.52895 2.76183
H 0.49673 -3.01078 1.57339
H 0.58408 -1.29406 1.98954
H 1.26973 -2.47572 -0.52362
C -0.92262 -0.21648 -0.45072
N -1.08964 0.82245 0.53754
N -0.72884 0.50727 1.74283
O -0.80522 1.36312 2.62514
C -1.60979 2.12909 0.12596
H -1.80032 2.06554 -0.94793
C -2.94115 2.40127 0.85235
C -3.90476 1.28199 0.56917
C -4.09199 0.25662 1.48626
C -4.93767 -0.79997 1.19550
C -5.60388 -0.84331 -0.01688
C -5.42311 0.17558 -0.93752
C -4.57639 1.22979 -0.64661
H -4.43917 2.02464 -1.36641
H -5.94371 0.14922 -1.88355
H -6.26510 -1.66647 -0.24334
H -5.07717 -1.58992 1.91845
H -3.57507 0.28744 2.43447
H -2.75972 2.48710 1.92410
H -3.34230 3.34683 0.48418
C -0.57691 3.24196 0.36086
N 0.16376 3.59050 -0.83395
N -0.13111 3.00527 -1.94485
O 0.51941 3.29066 -2.95839
C 1.24626 4.53371 -0.67303
H 0.88969 5.43314 -0.17281
H 2.04268 4.07008 -0.09052
H 1.61601 4.77512 -1.67006
H -1.08256 4.14209 0.72780
H 0.14538 2.93711 1.12539
H -0.99833 -1.17984 0.05776
H -1.72639 -0.13618 -1.18094
H 0.63341 0.96872 -1.35526
H 3.31228 -1.71250 -4.42197
*
```

Mulliken atomic charge list, values in e, 5 entries: number 1, C, carries -1.4081; number 2, H, carries 0.3287; number 3, H, carries 0.3139; number 4, C, carries -0.4334; number 5, H, carries 0.3458


Of them, the most stable is *P* and the least stable is *Q*.


*P*
ORCA calculation (the ωB97M-V functional and the def2-TZVPD basis) on a cluster of 2 separate species, C3H6Br2N3 in total.

Summary:
HOMO-LUMO gap	9.1	eV

Geometry as ORCA input:
```
! RIJCOSX wB97M-V def2-TZVPD def2/J DEFGRID3
* xyz 1 1
C -0.81606 0.44751 1.49948
C -0.43581 0.46814 -0.70473
C 1.48745 -1.00555 -0.29692
N -0.16407 -0.58521 1.40267
N -1.01581 1.20020 0.33304
N 0.10976 -0.68503 -0.03554
Br -1.53768 -0.02580 -2.22967
Br -2.45306 2.44367 0.08764
H -1.29553 0.90600 2.35577
H 0.76504 1.39370 -1.11111
H 2.23774 -0.24847 0.20127
H 1.94277 -1.94560 0.08269
H 1.67014 -0.81640 -1.38246
H -0.49487 -1.54716 -0.20213
*
```

Mulliken atomic charge list, values in e, 5 entries: number 1, C, carries 0.0726; number 2, C, carries -0.1878; number 3, C, carries -0.8021; number 4, N, carries -0.7592; number 5, N, carries -0.1584


*Q*
ORCA calculation (the ωB97M-V functional and the def2-TZVPD basis) on the ion C3H6Br2N3 with charge +1.

Summary:
HOMO-LUMO gap (spin up / spin down)	6.7 / 5.3	eV

Geometry as ORCA input:
```
! RIJCOSX wB97M-V def2-TZVPD def2/J DEFGRID3
* xyz 1 1
C -1.03595 -1.23943 -0.78383
C 1.30880 -0.16486 0.58125
C -0.24280 1.74450 0.36280
N -1.16069 -0.47562 0.23977
N 0.09985 -1.47607 -1.41537
N 0.03460 0.37986 0.76405
Br 1.95998 -1.55465 1.72715
Br 0.18764 -2.51841 -2.90676
H -1.92594 -1.70552 -0.92620
H 2.10319 0.21632 -0.02710
H 0.18211 2.60658 0.90776
H -0.13436 1.99758 -0.73747
H -1.28051 1.99311 0.34480
H -0.09592 0.19660 1.86915
*
```

Mulliken atomic charge list, values in e, 5 entries: number 1, C, carries 0.1964; number 2, C, carries -0.2350; number 3, C, carries -0.8637; number 4, N, carries -0.6826; number 5, N, carries -0.3537


Of them, the most stable is *P* and the least stable is *Q*.